i:
This record from OMol25 describes the molecule C4H5FN2S. The level of theory is the ωB97M-V functional and the def2-TZVPD basis.

The frontier orbital gap is 0.352 hartree. The value obtained for the LUMO energy is 0.49 eV. As for the HOMO energy: -9.1 eV. The spin multiplicity is 1.

Each line ends with the Mulliken charge.
Positions of all 13 atoms, in Å:
F1 3.468 -0.556 -0.334  -0.25
C1 2.198 -0.090 -0.242  0.40
C2 1.735 1.192 -0.051  -0.42
N1 0.344 0.979 0.032  -0.12
C3 0.068 -0.303 -0.012  0.34
C4 -1.317 -1.013 0.162  -0.48
S1 -2.798 0.137 -0.434  -0.28
N2 1.150 -1.050 -0.270  -0.57
H1 2.123 2.178 -0.412  0.28
H2 -0.154 1.948 0.367  0.32
H3 -1.351 -1.944 -0.359  0.35
H4 -1.507 -1.125 1.348  0.28
H5 -3.959 -0.353 0.203  0.15

ii:
This record from OMol25 describes the molecule C4H5FN2S. The level of theory is the ωB97M-V functional and the def2-TZVPD basis.

The frontier orbital gap is 0.309 hartree. The value obtained for the LUMO energy is -0.22 eV. As for the HOMO energy: -8.6 eV. The spin multiplicity is 1.

Each line ends with the Mulliken charge.
Positions of all 13 atoms, in Å:
C1 -1.142 2.489 0.708  -0.21
N1 -0.157 1.939 1.249  -0.84
N2 0.346 0.724 0.767  0.23
C2 -0.035 -0.160 -0.201  0.81
S1 -1.155 0.081 -1.366  -0.47
C3 0.789 -1.379 -0.151  -0.29
C4 0.523 -2.357 -1.029  -0.25
F1 1.276 -3.456 -0.987  -0.24
H1 -1.498 2.188 -0.288  0.18
H2 -1.516 3.450 1.183  0.25
H3 1.017 0.409 1.444  0.30
H4 1.741 -1.525 0.477  0.15
H5 -0.191 -2.405 -1.807  0.39

Q: Which of them is the most stable? A: i.

i:
This record from OMol25 describes the molecule C15H21N3O2S. The level of theory is the ωB97M-V functional and the def2-TZVPD basis.

The frontier orbital gap is 0.319 hartree. The value obtained for the LUMO energy is 0.64 eV. As for the HOMO energy: -8.0 eV. The spin multiplicity is 1.

Each line ends with the Mulliken charge.
Positions of all 42 atoms, in Å:
C1 1.879 2.078 -2.274  -1.39
C2 0.781 1.108 -2.700  1.00
C3 0.239 1.452 -4.088  -1.45
O1 1.347 -0.202 -2.696  -0.40
C4 0.485 -1.251 -2.350  -1.21
C5 0.275 -1.358 -0.828  1.61
O2 -0.614 -2.431 -0.609  -0.65
C6 1.627 -1.547 -0.130  -0.87
C7 1.601 -1.187 1.364  -0.69
C8 1.267 0.250 1.542  0.45
N1 2.087 1.223 1.312  -0.76
N2 1.370 2.359 1.476  0.13
C9 0.076 2.107 1.797  0.12
S1 -1.118 3.195 2.061  -0.41
N3 0.012 0.727 1.852  0.33
C10 -1.145 -0.020 2.160  -0.15
C11 -2.299 0.161 1.409  0.06
C12 -3.428 -0.582 1.707  -0.95
C13 -3.406 -1.500 2.743  -0.46
C14 -2.257 -1.666 3.499  -0.82
C15 -1.125 -0.924 3.217  -0.06
H1 2.698 2.034 -2.986  0.35
H2 2.260 1.804 -1.293  0.29
H3 1.489 3.092 -2.238  0.38
H4 -0.044 1.157 -1.974  0.01
H5 1.048 1.419 -4.813  0.33
H6 -0.524 0.737 -4.387  0.36
H7 -0.197 2.447 -4.084  0.39
H8 0.963 -2.168 -2.702  0.40
H9 -0.494 -1.160 -2.835  0.36
H10 -0.189 -0.421 -0.481  -0.66
H11 -0.805 -2.496 0.333  0.38
H12 2.356 -0.914 -0.637  0.42
H13 1.930 -2.588 -0.245  0.36
H14 0.876 -1.810 1.890  0.44
H15 2.591 -1.366 1.784  0.41
H16 1.788 3.266 1.353  0.17
H17 -2.312 0.886 0.611  0.44
H18 -4.325 -0.441 1.126  0.38
H19 -4.288 -2.079 2.970  0.42
H20 -2.243 -2.367 4.320  0.40
H21 -0.236 -1.024 3.823  0.53

ii:
This record from OMol25 describes the molecule C15H21N3O2S. The level of theory is the ωB97M-V functional and the def2-TZVPD basis.

The frontier orbital gap is 0.355 hartree. The value obtained for the LUMO energy is 0.61 eV. As for the HOMO energy: -9.0 eV. The spin multiplicity is 1.

Each line ends with the Mulliken charge.
Positions of all 42 atoms, in Å:
C1 -1.051 -2.649 -1.279  -1.19
C2 -0.791 -2.445 0.179  0.71
C3 -1.960 -2.499 1.095  -0.86
C4 -2.860 -1.252 0.942  0.59
O1 -4.041 -1.302 1.209  -0.71
N1 -2.220 -0.149 0.534  0.10
C5 -2.869 1.130 0.343  -0.04
C6 -2.256 2.206 1.264  -1.03
C7 -1.366 3.044 0.350  -0.33
C8 -2.167 3.086 -0.947  -0.76
C9 -2.653 1.645 -1.095  -0.53
N2 0.331 -2.171 0.720  -0.77
N3 1.419 -1.862 -0.082  0.19
C10 1.411 -0.805 -0.928  0.50
O2 0.408 -0.172 -1.198  -0.57
C11 2.791 -0.481 -1.498  -0.98
C12 3.739 -0.137 -0.401  0.35
C13 4.731 -0.904 0.129  -0.47
C14 5.403 -0.275 1.203  -0.48
C15 4.903 0.955 1.479  -0.47
S1 3.603 1.377 0.435  -0.10
H1 -0.187 -3.111 -1.757  0.38
H2 -1.929 -3.272 -1.424  0.44
H3 -1.222 -1.690 -1.770  0.20
H4 -2.587 -3.370 0.907  0.38
H5 -1.621 -2.522 2.133  0.34
H6 -1.242 -0.183 0.276  0.05
H7 -3.926 0.968 0.570  0.54
H8 -1.709 1.752 2.089  0.39
H9 -3.049 2.827 1.682  0.34
H10 -1.162 4.033 0.757  0.39
H11 -0.417 2.535 0.177  0.07
H12 -1.572 3.409 -1.800  0.39
H13 -3.015 3.764 -0.837  0.30
H14 -3.555 1.567 -1.698  0.35
H15 -1.870 1.050 -1.566  0.08
H16 2.301 -2.157 0.318  0.32
H17 3.162 -1.346 -2.051  0.33
H18 2.668 0.358 -2.185  0.29
H19 4.992 -1.879 -0.243  0.45
H20 6.220 -0.723 1.739  0.39
H21 5.215 1.649 2.233  0.44

iii:
This record from OMol25 describes a structure of composition C15H21N3O2S. The level of theory is the ωB97M-V functional and the def2-TZVPD basis.

The frontier orbital gap is 0.243 hartree. The value obtained for the LUMO energy is -0.05 eV. As for the HOMO energy: -6.7 eV. The spin multiplicity is 1.

Each line ends with the Mulliken charge.
Positions of all 42 atoms, in Å:
C1 -1.461 -2.527 -6.050  -1.34
H1 -0.944 -1.981 -6.964  0.27
C2 -1.275 -1.886 -4.844  0.00
C3 -1.996 -2.525 -3.685  -0.45
O1 -2.096 -1.654 -2.564  -0.26
C4 -0.950 -1.561 -1.649  -0.80
C5 -1.414 -1.027 -0.169  0.15
C6 0.086 -0.925 0.530  -0.86
H2 0.857 -0.384 0.022  0.50
H3 0.312 -1.939 0.790  0.44
C7 -0.250 -0.348 1.994  -1.11
C8 -0.385 1.252 1.701  0.23
N1 -1.594 1.935 0.915  -0.70
N2 -1.322 3.015 1.104  0.21
C9 -0.103 3.483 1.644  0.26
S1 0.353 4.943 2.073  -0.49
N3 0.184 2.285 2.058  0.29
C10 1.456 2.059 2.875  -0.05
C11 2.585 1.052 2.241  -0.24
C12 3.648 0.958 3.145  -0.71
C13 3.975 1.774 4.193  -0.54
C14 2.906 2.516 4.897  -0.86
C15 1.760 2.627 4.063  0.00
H4 0.895 3.339 4.519  0.16
H5 3.347 3.076 5.500  0.54
H6 4.807 1.535 4.701  0.46
H7 4.348 0.489 2.602  0.42
H8 2.471 0.514 1.393  0.58
H9 -2.061 3.790 0.783  0.31
H10 -1.400 -0.656 2.260  0.29
H11 0.500 -0.452 2.623  0.86
O2 -2.042 -1.946 0.270  -0.46
H12 -2.826 -2.284 -0.307  0.47
H13 -1.801 -0.027 -0.451  0.18
H14 -0.259 -0.851 -2.196  0.33
H15 -0.275 -2.791 -1.561  0.19
H16 -1.327 -3.442 -3.579  0.28
H17 -3.183 -2.851 -3.740  0.29
H18 -1.745 -0.788 -4.777  0.21
H19 -0.185 -1.644 -4.302  0.13
H20 -1.101 -3.488 -5.977  0.41
H21 -2.496 -2.667 -6.082  0.40

Q: Which of them is the most stable? A: ii.

i:
This record from OMol25 describes the molecule C2H4NO2P. The level of theory is the ωB97M-V functional and the def2-TZVPD basis.

The frontier orbital gap (alpha / beta) is 0.267 / 0.271 hartree. The value obtained for the LUMO energy (alpha / beta) is -1.52 / -1.59 eV. As for the HOMO energy (alpha / beta): -8.8 / -9.0 eV. The spin multiplicity is 1.

Each line ends with the Mulliken charge.
Positions of all 10 atoms, in Å:
C1 0.338 -0.617 0.052  -0.42
C2 -0.305 0.588 -0.009  -0.62
N1 -2.573 -1.220 -0.149  0.16
O1 -1.742 -2.106 -0.035  -0.34
O2 -3.299 1.368 -0.268  -0.51
P1 -2.462 0.311 0.276  0.54
H1 0.589 -1.163 -0.839  0.25
H2 0.622 -1.060 0.989  0.28
H3 -0.240 1.267 0.839  0.34
H4 -0.392 1.082 -0.972  0.33

ii:
This record from OMol25 describes a cluster of 2 separate species, C2H4NO2P in total. The level of theory is the ωB97M-V functional and the def2-TZVPD basis.

The frontier orbital gap is 0.268 hartree. The value obtained for the LUMO energy is 0.02 eV. As for the HOMO energy: -7.3 eV. The spin multiplicity is 1.

Each line ends with the Mulliken charge.
Positions of all 10 atoms, in Å:
C1 -0.914 2.102 -0.250  -0.28
C2 1.887 -1.938 0.387  0.09
N1 -1.343 0.871 -0.228  0.34
O1 1.541 -2.540 -0.587  -0.35
O2 -2.346 0.303 -1.020  -0.44
P1 -1.414 -0.683 0.255  -0.09
H1 -0.029 2.279 0.327  0.24
H2 -1.471 2.775 -0.898  0.28
H3 2.729 -2.190 1.208  0.20
H4 1.360 -0.980 0.806  0.02

iii:
This record from OMol25 describes the molecule C2H4NO2P. The level of theory is the ωB97M-V functional and the def2-TZVPD basis.

The frontier orbital gap is 0.350 hartree. The value obtained for the LUMO energy is 0.01 eV. As for the HOMO energy: -9.5 eV. The spin multiplicity is 1.

Each line ends with the Mulliken charge.
Positions of all 10 atoms, in Å:
O1 -2.569 0.561 0.148  -0.70
P1 -1.142 0.846 0.132  0.89
O2 -0.420 2.164 0.183  -0.72
C1 -0.026 -0.530 0.746  -0.28
N1 1.134 -0.184 -0.054  -0.26
C2 -0.167 -0.491 -0.786  -0.33
H1 -0.059 -1.202 1.564  0.42
H2 1.978 -0.766 -0.303  0.31
H3 1.444 0.841 -0.075  0.29
H4 -0.173 -1.240 -1.555  0.38

Q: Which of them is the most stable? A: iii.

i:
This record from OMol25 describes the molecule C5H8N4. The level of theory is the ωB97M-V functional and the def2-TZVPD basis.

The frontier orbital gap (alpha / beta) is 0.240 / 0.269 hartree. The value obtained for the LUMO energy (alpha / beta) is -0.15 / 0.45 eV. As for the HOMO energy (alpha / beta): -6.7 / -6.9 eV. The spin multiplicity is 1.

Each line ends with the Mulliken charge.
Positions of all 17 atoms, in Å:
C1 0.400 -0.851 -0.320  -0.45
C2 -0.599 -0.385 0.472  0.36
C3 0.863 1.799 -0.391  0.27
C4 -1.677 -1.433 0.721  -0.47
C5 1.987 2.540 -0.912  -0.85
N1 0.145 1.862 0.630  -0.62
N2 -0.780 0.887 0.980  0.11
N3 0.058 -2.071 -0.775  -0.14
N4 -1.184 -2.544 -0.076  -0.41
H1 -1.962 -1.648 1.661  0.41
H2 -2.573 -1.080 0.108  0.18
H3 2.853 2.765 -0.102  0.21
H4 2.461 1.926 -1.644  0.28
H5 1.627 3.448 -1.337  0.29
H6 -1.511 1.092 1.614  0.24
H7 0.811 -2.792 -1.052  0.29
H8 -0.919 -3.514 0.423  0.29

ii:
This record from OMol25 describes a cluster of 2 separate species, C5H8N4 in total. The level of theory is the ωB97M-V functional and the def2-TZVPD basis.

The frontier orbital gap is 0.321 hartree. The value obtained for the LUMO energy is 0.69 eV. As for the HOMO energy: -8.1 eV. The spin multiplicity is 1.

Each line ends with the Mulliken charge.
Positions of all 17 atoms, in Å:
C1 -1.899 -1.064 0.909  -0.86
C2 -1.148 -1.039 -1.366  0.09
C3 0.174 0.122 0.236  0.49
C4 0.986 0.864 -0.550  -0.62
C5 1.512 1.014 1.643  -0.36
H1 -1.764 -0.161 1.665  0.33
H2 -3.226 -0.934 0.282  0.31
H3 -1.530 -2.259 1.346  0.23
H4 -1.896 -1.925 -1.590  0.26
H5 -0.742 -1.491 -3.183  0.24
H6 1.116 0.929 -1.589  0.48
H7 2.510 2.365 0.044  0.34
H8 1.798 1.638 2.512  0.33
N1 -0.992 -0.578 -0.142  0.09
N2 -0.566 -0.589 -2.485  -0.61
N3 1.954 1.364 0.360  -0.16
N4 0.460 0.154 1.593  -0.59

iii:
This record from OMol25 describes a cluster of 2 separate species, C5H8N4 in total. The level of theory is the ωB97M-V functional and the def2-TZVPD basis.

The frontier orbital gap is 0.291 hartree. The value obtained for the LUMO energy is 0.74 eV. As for the HOMO energy: -7.2 eV. The spin multiplicity is 1.

Each line ends with the Mulliken charge.
Positions of all 17 atoms, in Å:
C1 -1.744 0.892 1.780  0.00
C2 2.461 0.369 0.538  -0.30
C3 2.005 -0.636 1.053  -0.35
C4 0.096 -0.635 -1.863  -1.14
C5 -0.432 -1.130 -0.576  -0.11
N1 -1.154 1.794 1.028  -0.89
N2 -1.623 -0.379 1.296  -1.09
N3 -0.479 1.119 0.143  0.26
N4 -0.819 -0.215 0.232  0.82
H1 -2.192 0.998 2.709  0.46
H2 2.582 1.227 -0.125  0.32
H3 -0.136 1.542 -0.813  0.33
H4 1.607 -1.525 1.563  0.39
H5 0.443 -1.437 -2.579  0.31
H6 0.989 -0.100 -1.583  0.18
H7 -0.640 0.111 -2.364  0.29
H8 -0.965 -1.994 -0.439  0.53

iv:
This record from OMol25 describes a cluster of 2 separate species, C5H8N4 in total. The level of theory is the ωB97M-V functional and the def2-TZVPD basis.

The frontier orbital gap (alpha / beta) is 0.293 / 0.292 hartree. The value obtained for the LUMO energy (alpha / beta) is 0.11 / 0.11 eV. As for the HOMO energy (alpha / beta): -7.9 / -7.9 eV. The spin multiplicity is 1.

Each line ends with the Mulliken charge.
Positions of all 17 atoms, in Å:
H1 -2.653 -0.998 1.140  0.19
N1 -2.358 -0.145 0.730  -0.54
C1 -1.824 0.022 -0.441  -0.32
C2 -1.605 -0.996 -1.420  0.43
N2 -1.593 -1.855 -2.172  -0.43
H2 -1.830 1.071 -0.584  0.54
N3 1.639 -0.700 -1.467  -0.54
C3 0.868 0.259 -0.991  -0.51
C4 0.615 0.531 0.333  0.29
C5 1.028 0.429 1.714  -0.23
N4 0.230 1.538 1.225  -0.63
H3 1.361 -1.215 -2.314  0.31
H4 1.876 -1.470 -0.829  0.24
H5 0.475 0.825 -1.860  0.46
H6 0.463 -0.336 2.312  0.20
H7 2.060 0.711 2.055  0.23
H8 -0.730 1.435 1.624  0.30

Q: Which of them is the most stable? A: ii.